# C39H60NO6P2

A 2-piece molecular cluster, C39H60NO6P2 overall at a distorted geometry (ωB97M-V with the def2-TZVPD basis set, OMol25).

Element x y z (Å)
C 6.23 -3.06 -2.49
C 6.21 -3.41 -3.98
C 7.52 -3.16 -4.70
N 5.18 -3.87 -4.59
C 4.01 -3.06 -4.34
C 3.10 -3.49 -3.38
C 3.26 -4.80 -2.63
C 2.13 -5.81 -3.02
C 0.94 -5.71 -2.02
C 1.58 -5.62 -4.44
C 2.00 -2.69 -3.12
C 1.84 -1.52 -3.80
C 2.72 -1.09 -4.78
C 3.82 -1.88 -5.06
C 4.84 -1.50 -6.10
C 5.68 -0.28 -5.74
O 5.33 0.63 -5.03
C 2.47 0.19 -5.53
O 3.01 0.47 -6.58
C 1.50 1.17 -4.90
C 1.50 2.46 -5.38
C 0.65 3.38 -4.78
C -0.15 2.95 -3.75
P -1.23 4.15 -2.94
O -1.43 5.37 -3.70
O -2.61 3.50 -2.43
O -0.44 4.59 -1.57
C -0.18 1.65 -3.31
C 0.67 0.74 -3.90
C 0.65 -0.69 -3.42
O -0.30 -1.12 -2.79
H 5.82 -2.05 -2.31
H 7.27 -3.02 -2.14
H 5.67 -3.79 -1.91
H 8.33 -3.57 -4.09
H 7.51 -3.58 -5.71
H 7.65 -2.07 -4.69
H 3.34 -4.64 -1.55
H 4.20 -5.23 -3.00
H 2.58 -6.81 -3.00
H 1.35 -5.43 -1.04
H 0.42 -6.66 -1.98
H 0.23 -4.95 -2.37
H 0.96 -4.73 -4.55
H 0.93 -6.47 -4.66
H 2.36 -5.63 -5.21
H 1.26 -2.98 -2.38
H 5.53 -2.32 -6.30
H 4.36 -1.28 -7.06
H 6.72 -0.28 -6.16
H 2.16 2.72 -6.19
H 0.65 4.40 -5.16
H -2.49 2.61 -2.06
H -0.39 3.79 -1.02
H -0.83 1.36 -2.50
C -3.12 5.70 4.56
C -2.14 4.88 3.73
C -2.83 4.06 2.64
C -3.57 2.80 3.12
P -2.59 1.33 3.50
C -1.48 1.07 2.09
C -2.04 1.02 0.66
C -2.82 -0.22 0.23
C -2.14 -1.55 0.53
C -3.66 -0.11 3.55
C -4.78 -0.28 4.60
C -4.35 -0.57 6.04
C -3.28 -1.64 6.19
C -1.41 1.46 4.85
C -1.71 1.65 6.34
C -2.80 2.67 6.74
C -2.23 3.93 7.40
H -3.89 5.08 5.03
H -2.60 6.23 5.35
H -3.64 6.43 3.94
H -1.54 4.23 4.38
H -1.44 5.56 3.25
H -2.09 3.78 1.89
H -3.55 4.70 2.12
H -4.22 2.48 2.30
H -4.25 3.03 3.93
H -0.89 0.18 2.30
H -0.78 1.90 2.13
H -1.19 1.12 -0.01
H -2.67 1.90 0.48
H -2.98 -0.16 -0.85
H -3.83 -0.21 0.65
H -1.24 -1.67 -0.07
H -2.81 -2.38 0.30
H -1.86 -1.65 1.58
H -3.05 -1.00 3.50
H -4.20 -0.07 2.60
H -5.40 -1.12 4.26
H -5.42 0.60 4.59
H -5.23 -0.85 6.61
H -4.01 0.37 6.49
H -3.68 -2.63 5.94
H -2.93 -1.68 7.23
H -2.40 -1.46 5.57
H -0.70 2.24 4.55
H -0.82 0.54 4.78
H -0.77 1.92 6.83
H -1.96 0.68 6.77
H -3.47 2.21 7.47
H -3.43 2.94 5.89
H -1.79 3.68 8.36
H -3.01 4.66 7.56
H -1.45 4.39 6.78

Computed properties:
HOMO	-10.4	eV
orbital gap	7.732	eV
charge	+1
E	-73765.8387	eV